No. 1
This record from the OMol25 dataset describes a cluster of 5 separate species, C31H61FIN6O5P2 in total. The level of theory is ωB97M-V/def2-TZVPD.

Summary:
Total charge ... +1
Orbital gap ... 8.9 eV
Calculated total energy ... -3002.57056 hartree
LUMO level ... -2.45 eV

The geometry in XYZ format:
```
107
Properties=species:S:1:pos:R:3:forces:R:3:lowdin_charge:R:1
I -0.0460 1.2925 2.3667 -0.3 0.0 -0.3 0.901
P -1.2426 2.2439 -5.0041 0.9 0.7 -1.9 0.946
P 0.3630 3.5708 -2.8019 1.4 0.5 1.3 1.007
F -2.3442 0.5516 -2.7953 -0.1 -0.4 -0.7 0.010
O -2.5022 3.2385 -4.6611 0.1 -1.5 0.2 -0.252
O 0.8193 4.1802 -4.2436 -0.6 -0.2 0.2 -0.288
O 1.7351 1.1086 -1.3620 -0.1 -0.2 -0.7 -0.127
O 1.7896 -0.8976 -2.3664 -0.7 0.2 -0.8 -0.038
O 1.7921 -3.7724 -4.5275 -0.6 0.1 -0.2 -0.005
N -6.5360 -0.3797 1.3297 -0.4 0.4 0.4 0.173
N 0.4152 -4.5305 5.0516 -0.5 -0.2 -0.7 0.142
N -1.9072 0.7518 -5.5587 -0.5 0.8 1.1 -0.137
N -3.4261 3.1979 -0.5640 0.5 0.2 0.5 0.197
N 5.2225 -1.9150 7.8605 -0.5 0.2 0.6 0.173
N -0.5159 1.9400 -3.2811 -1.4 -0.1 -0.7 -0.351
C 7.9953 -0.4733 5.8510 0.0 0.0 0.0 -0.109
C 3.1183 1.2016 -1.7115 0.2 1.5 0.9 -0.168
C 1.0389 -4.0447 5.8754 0.6 0.1 0.8 -0.241
C -1.0174 1.1385 -0.9753 0.1 -0.7 -1.0 -0.112
C -4.3563 3.0630 -1.2139 -0.9 -0.1 -0.5 -0.192
C -5.1827 -2.2116 0.0560 -0.1 0.2 -0.2 -0.177
C -0.2495 -1.7052 2.3542 0.5 0.6 -0.6 -0.159
C -5.9443 -1.1837 0.7759 0.6 -0.7 -0.2 -0.215
C 0.3359 -0.7708 0.1115 -0.7 -0.1 -0.7 -0.205
C 3.6335 2.5682 -1.1933 -0.3 -0.6 -0.4 -0.216
C -0.5402 -0.5570 1.3345 0.8 -1.0 1.1 -0.698
C 2.1020 -2.4553 -4.1357 1.1 0.4 -0.1 -0.419
C 8.0737 -1.9948 5.9102 0.1 0.2 0.0 -0.259
C 1.1646 -1.9946 -3.0370 0.5 -0.7 0.1 -0.129
C -0.2013 -0.1499 -1.2014 0.2 0.9 0.9 -0.182
C 0.9652 0.2199 -2.1258 0.4 -0.5 1.2 -0.473
C 2.6562 -1.6113 5.3452 -0.1 0.1 -0.1 -0.105
C 6.6974 -2.6655 5.8428 0.2 0.1 0.2 -0.187
C -5.4946 -2.1666 -1.4436 -0.2 -0.1 -0.2 -0.265
C -6.9662 -2.4209 -1.7526 0.0 0.1 0.0 -0.103
C -0.9333 4.7275 -2.2820 0.0 0.0 -0.7 -0.213
C 2.9052 3.0578 0.0563 0.7 0.0 -0.7 -0.102
C -6.9727 2.3389 0.0148 0.0 0.3 -0.2 -0.118
C 1.8479 -3.4203 6.9313 -0.2 0.2 -0.2 -0.181
C 5.8593 -2.2457 6.9724 0.4 -0.4 -0.7 -0.239
C 1.9810 -1.9180 6.6748 0.1 0.3 -0.1 -0.262
C -6.8169 3.2350 -1.2098 -0.2 0.0 0.4 -0.245
C 0.5593 0.9161 -3.4373 0.4 0.1 0.0 -0.111
C -1.5575 1.5855 -2.3172 -0.2 0.3 1.9 -0.397
C -5.5656 2.8945 -2.0271 -0.1 0.1 0.1 -0.174
C 2.2030 -1.4663 -5.2949 -0.7 -0.5 0.7 -0.021
H -5.4915 3.5452 -2.9013 0.1 0.0 0.0 0.118
H -1.8981 0.9518 -0.3823 -0.2 0.0 0.4 0.103
H -7.6058 -1.6544 -1.3123 0.0 0.0 0.1 0.070
H 8.9948 -0.0399 5.8715 0.0 0.0 0.0 0.074
H 1.9558 3.5022 -0.2146 -0.3 -0.1 0.1 0.038
H 3.5835 3.2807 -2.0135 -0.1 0.3 0.0 0.088
H -0.8505 -0.9017 -1.6321 -0.1 0.0 -0.4 0.142
H 1.3643 -0.4938 0.3057 0.1 0.2 0.1 0.116
H 0.3382 -1.8450 -0.0613 0.1 -0.2 0.0 0.116
H -4.1197 -2.0389 0.2281 0.0 0.0 0.1 0.105
H -1.4579 5.2207 -3.0938 -0.2 -0.1 -0.2 0.054
H 6.1884 -2.4019 4.9143 0.0 0.0 0.0 0.113
H 0.3199 0.2278 -4.2350 -0.3 -0.3 0.0 0.088
H -2.2536 2.3988 -2.1265 0.4 0.2 -0.6 0.071
H 2.0711 -1.9937 4.5062 0.0 -0.1 0.0 0.051
H 4.6926 2.4199 -1.0019 0.2 0.1 0.1 0.108
H -7.1377 -2.4098 -2.8290 0.0 0.0 0.0 0.074
H -2.9246 0.8346 -5.5435 0.0 -0.3 -0.2 0.046
H 1.4411 1.4408 -3.7926 0.2 0.1 -0.1 0.106
H -5.6088 1.8594 -2.3745 0.0 0.0 0.0 0.117
H -4.8859 -2.9173 -1.9512 0.1 0.0 0.1 0.108
H -7.2847 -3.3918 -1.3706 0.0 0.0 0.0 0.082
H -6.7763 4.2792 -0.8938 0.1 0.0 -0.1 0.116
H 2.7579 -0.5341 5.2078 0.0 0.0 0.0 0.076
H -7.6927 3.1308 -1.8518 0.1 0.0 -0.1 0.113
H 2.8662 -1.8450 -6.0620 0.1 0.1 -0.2 0.089
H -0.4019 5.5052 -1.7395 0.3 0.0 0.1 0.058
H 7.4468 -0.0679 6.7023 0.0 0.0 0.0 0.072
H 3.6526 -2.0534 5.2978 0.0 0.0 0.0 0.050
H -6.1437 2.4605 0.7127 0.0 -0.1 0.0 0.071
H -7.0261 1.2932 -0.2704 0.0 0.0 0.0 0.035
H -1.5981 -0.6030 1.1210 -0.2 0.6 -0.2 0.068
H 2.5563 -1.4699 7.4850 0.0 -0.1 0.0 0.090
H -7.8868 2.5889 0.5511 0.0 0.0 0.0 0.083
H 3.2947 1.1829 -2.7833 -0.1 -0.5 -0.2 0.115
H 0.9926 -1.4529 6.6867 0.0 -0.1 0.1 0.111
H 3.6808 0.4413 -1.1851 -0.1 -0.6 -0.2 0.130
H 8.5804 -2.2928 6.8295 0.0 -0.1 0.0 0.114
H 3.5217 3.8132 0.5245 0.0 0.2 0.3 0.076
H -1.6936 -0.0477 -4.9660 0.0 0.0 -0.2 0.034
H 2.5910 -0.5418 -4.8894 0.2 0.3 -0.1 0.071
H 1.3693 -3.6029 7.8929 0.0 -0.1 0.0 0.120
H -1.6208 4.2901 -1.5695 -0.2 -0.2 0.1 0.009
H 2.1280 -3.8920 -5.4214 0.0 -0.2 0.1 0.096
H 1.0833 -2.8241 -2.3376 -0.2 -0.1 0.2 0.140
H -5.4359 -3.1875 0.4712 0.0 0.0 0.0 0.125
H 0.1629 -1.7823 -3.4055 -0.1 0.2 -0.1 0.130
H 3.0923 -2.4712 -3.6710 0.1 0.0 0.2 0.150
H 8.6805 -2.3567 5.0785 -0.1 -0.1 0.0 0.109
H 6.8014 -3.7501 5.8739 -0.1 0.0 0.0 0.119
H -3.2679 2.7121 -4.3700 -0.1 0.4 0.1 0.057
H -1.0382 -2.4466 2.3723 -0.2 -0.1 0.1 0.078
H 0.6720 -2.1885 2.0468 0.1 -0.3 0.0 0.071
H 2.7598 2.2208 0.7248 -0.2 0.0 0.4 0.046
H 1.6459 3.7647 -4.5248 0.0 0.2 -0.1 0.065
H 7.5013 -0.1408 4.9355 0.0 0.0 0.0 0.075
H 1.2012 -1.3089 -5.6911 0.0 0.1 -0.4 0.083
H -5.2050 -1.1921 -1.8477 0.1 0.0 0.1 0.095
H -0.0424 -1.3122 3.3351 -0.3 -0.1 0.4 0.010
H -0.4250 1.9105 -0.4993 0.1 0.2 0.0 0.076
H 2.8300 -3.8942 6.9494 0.0 0.0 0.0 0.113
```
Forces are in eV/Å.



No. 2
This record from the OMol25 dataset describes a structure of composition C31H62F7O17PS. The level of theory is ωB97M-V/def2-TZVPD.

Summary:
Total charge ... 0
Orbital gap ... 9.5 eV
Calculated total energy ... -3935.98593 hartree
LUMO level ... 0.46 eV

The geometry in XYZ format:
```
119
Properties=species:S:1:pos:R:3:forces:R:3:lowdin_charge:R:1
S 1.0272 0.8197 6.1273 0.0 -0.4 0.3 0.677
P -0.2813 3.0717 4.9502 -0.2 0.2 0.0 0.371
F -1.4622 0.8500 8.1590 -0.2 0.2 -0.3 0.184
F 1.0627 -1.7374 6.2315 0.0 -0.2 0.0 0.134
F 1.1685 -1.2575 8.7461 0.4 -0.1 0.2 0.177
F -1.6006 -0.4825 9.8401 -0.4 -0.3 0.3 0.200
F -0.9467 -0.9308 6.0142 -0.1 0.0 -0.1 0.141
F 0.0623 0.8441 9.6763 0.4 0.2 0.2 0.198
F -0.7538 -2.1386 8.2309 0.0 -0.2 0.1 0.162
O 6.0524 -2.3279 4.1946 0.2 0.2 -0.1 -0.188
O 1.9280 0.4882 5.0737 -0.3 0.3 0.3 -0.219
O -0.5413 -4.3303 -10.8055 -0.1 0.0 0.3 -0.193
O -1.3712 3.8184 5.5717 0.4 -0.3 -0.3 -0.193
O 1.1380 -1.4898 -2.3978 -0.2 0.0 0.2 -0.188
O -0.2698 1.5292 5.5886 0.2 0.2 -0.2 -0.287
O 1.1997 3.5798 5.1595 -0.3 0.0 0.3 -0.070
O 1.4458 1.4927 7.3147 0.2 -0.1 -0.2 -0.222
O 1.0872 -1.7754 1.1007 0.2 0.2 -0.2 -0.186
O -1.3196 -2.5224 -8.4637 -0.1 0.1 0.0 -0.120
O -0.2841 2.8040 3.4121 -0.3 0.0 0.2 -0.163
O -8.8367 5.3274 -0.4273 0.1 -0.1 -0.2 -0.017
O 9.2413 -3.4124 2.9699 -0.3 0.0 -0.1 -0.193
O -9.4755 6.2494 1.5141 0.0 -0.2 0.0 0.098
O 7.3738 -1.4042 1.6115 0.0 0.1 -0.1 -0.119
O -0.4926 0.2559 -0.5207 -0.1 0.2 0.0 -0.132
O 0.5279 -4.7005 -7.4129 0.0 0.2 -0.2 -0.188
C -1.6650 -3.7990 -7.9595 -0.1 -0.1 0.0 -0.184
C -8.2303 6.5746 -0.8193 0.0 0.1 -0.1 -0.167
C -5.8693 5.6531 -0.5839 0.0 0.1 0.2 -0.198
C 6.5054 -2.5047 1.8074 0.0 -0.1 -0.1 -0.180
C -0.4891 -2.9167 -10.7575 0.1 0.0 -0.2 -0.204
C 5.5341 -1.3449 5.0632 -0.1 -0.1 0.0 -0.105
C -1.5925 2.5679 2.7848 0.1 0.0 -0.3 -0.160
C -10.0700 3.9680 1.0500 0.0 -0.2 0.0 0.022
C -1.5375 -4.8552 -11.6516 0.1 0.0 -0.1 -0.115
C -0.0086 -1.0215 8.1783 -0.2 0.2 -0.2 -0.369
C -2.2870 3.8785 2.4072 -0.2 -0.1 0.0 -0.157
C 1.6187 -4.3077 -6.6117 0.0 -0.1 0.0 -0.109
C 0.8275 0.4686 -0.9932 0.1 0.1 0.1 -0.181
C 1.1034 -0.0748 -2.3754 0.1 0.0 -0.1 -0.200
C -0.7374 -4.3362 -6.8941 0.0 -0.2 0.1 -0.199
C 9.7690 -4.4905 2.2338 0.1 0.0 0.1 -0.116
C -6.8515 6.7706 -0.2120 0.0 0.0 0.0 -0.179
C 8.4136 -1.1672 2.5420 0.0 0.1 0.1 -0.186
C 0.4903 -2.0731 -3.5039 0.1 0.0 0.0 -0.119
C -0.7648 0.0846 8.9932 0.1 0.0 -0.4 -0.577
C -4.6273 5.5872 0.3272 0.0 0.1 -0.1 -0.203
C -2.6535 4.0007 0.9101 -0.1 0.1 0.2 -0.179
C -9.4411 5.3012 0.7694 0.0 0.3 0.1 -0.544
C 5.4785 -2.3192 2.9002 -0.1 -0.1 0.2 -0.209
C -0.8797 -1.0338 -0.0827 -0.1 -0.1 0.0 -0.184
C 9.5745 -2.1318 2.4670 0.2 -0.1 0.1 -0.205
C -0.2811 -1.4696 1.2354 0.0 -0.2 0.1 -0.203
C 1.9131 -1.3842 2.1763 -0.1 -0.1 0.0 -0.096
C 0.2201 -0.7895 6.6458 0.0 0.4 0.1 -0.453
C -0.2307 -2.4017 -9.3604 0.1 0.0 0.0 -0.186
C -4.1605 4.1556 0.6280 -0.1 -0.1 -0.2 -0.206
H 1.0921 -1.9809 -4.4143 0.0 0.0 0.0 0.074
H 9.6455 -4.3393 1.1558 0.0 0.0 0.0 0.087
H -1.6749 -5.9019 -11.3839 0.0 0.0 0.0 0.087
H -0.7100 -1.7921 -0.8500 0.2 0.0 0.0 0.120
H -3.1963 3.9633 3.0070 0.1 0.1 0.0 0.111
H 2.9354 -1.3935 1.8079 0.0 -0.1 0.0 0.071
H 5.9488 -2.5828 0.8697 0.0 0.0 0.0 0.129
H 5.4843 -0.3648 4.5764 0.0 0.0 0.0 0.090
H -9.9004 3.2615 0.2409 0.0 0.1 0.0 0.082
H -8.1613 6.5104 -1.9079 0.0 0.0 0.1 0.129
H 1.8314 -2.0878 3.0129 0.0 0.1 0.1 0.093
H 0.3324 -2.5673 -11.3974 -0.1 0.1 0.0 0.127
H 1.2657 4.0006 6.0344 0.2 0.0 -0.2 0.115
H 10.8323 -4.6476 2.4485 0.0 0.0 0.0 0.087
H 4.9403 -1.3818 2.7295 0.0 0.1 0.0 0.107
H 9.9179 -2.2027 1.4287 0.0 0.0 0.0 0.124
H -5.5452 5.8136 -1.6171 -0.1 -0.2 0.0 0.116
H -3.8062 6.1330 -0.1481 0.0 0.0 0.0 0.106
H -2.4915 -4.3329 -11.5202 0.0 0.0 0.0 0.087
H 9.2187 -5.3844 2.5240 0.0 0.0 0.0 0.087
H -6.4832 7.7327 -0.5833 0.0 0.0 0.1 0.123
H 4.5325 -1.6077 5.4228 0.0 0.0 0.0 0.083
H -1.8037 -4.5292 -8.7598 0.2 0.0 0.0 0.119
H 6.2072 -1.2771 5.9167 0.0 0.0 0.0 0.088
H -6.3981 4.6972 -0.5524 0.0 0.0 0.0 0.106
H -1.2462 -4.7979 -12.7066 0.0 0.0 0.0 0.087
H 1.7185 -4.9477 -5.7276 0.0 0.1 0.0 0.091
H 0.3459 0.3036 -3.0708 0.0 0.0 0.0 0.125
H -9.6463 3.5674 1.9727 -0.1 0.1 0.0 0.092
H -0.4928 -1.6209 -3.6781 0.0 0.0 0.0 0.091
H -11.1410 4.1108 1.1939 0.1 0.0 0.1 0.092
H -0.0750 -1.3240 -9.4525 0.1 0.0 0.0 0.128
H -2.2017 1.9582 3.4551 0.1 0.0 0.0 0.123
H 10.3931 -1.7139 3.0687 0.1 0.0 -0.1 0.127
H 0.3497 -3.1305 -3.2813 0.1 0.0 0.0 0.090
H -1.6486 4.7032 2.7237 0.0 0.0 0.0 0.115
H -4.8535 6.1203 1.2552 0.1 -0.1 0.1 0.110
H 8.0373 -1.0958 3.5652 0.0 -0.1 0.0 0.120
H -2.6340 -3.6464 -7.4774 0.0 0.0 0.0 0.129
H 0.6840 -2.8380 -8.9524 -0.1 -0.1 0.0 0.119
H 1.5185 -3.2663 -6.2896 0.0 0.0 0.0 0.069
H -1.4220 -2.4830 -11.1351 0.0 0.0 0.0 0.124
H 1.5732 0.1180 -0.2772 0.0 -0.1 -0.1 0.120
H -0.6285 -3.5850 -6.1030 0.0 0.0 0.0 0.115
H -2.2760 3.1331 0.3643 0.0 0.0 0.0 0.100
H -6.9432 6.8635 0.8735 0.0 -0.1 -0.1 0.112
H -4.4328 3.5259 -0.2254 0.1 0.1 0.0 0.106
H 4.7586 -3.1462 2.8325 -0.1 0.1 -0.1 0.129
H -8.9029 7.3930 -0.5565 0.1 -0.1 0.0 0.125
H -2.1417 4.8740 0.5003 0.1 -0.1 -0.1 0.104
H -4.7385 3.7716 1.4757 0.0 -0.1 -0.1 0.110
H 0.9187 1.5556 -1.0615 0.0 0.0 0.0 0.128
H 2.0807 0.3116 -2.6941 0.0 0.1 -0.1 0.129
H 8.8085 -0.1874 2.2618 0.0 0.0 0.0 0.128
H 2.5197 -4.3970 -7.2164 0.0 -0.1 0.0 0.089
H -0.4328 -0.6877 1.9901 0.0 0.0 0.0 0.118
H -1.3597 1.9709 1.9034 0.1 0.0 0.0 0.110
H -0.8232 -2.3685 1.5620 -0.1 0.1 0.1 0.129
H -1.2121 -5.2244 -6.4555 0.0 0.1 0.1 0.128
H -1.9599 -0.9559 0.0737 0.0 0.0 0.0 0.128
H 7.0561 -3.4382 1.9438 0.0 0.1 0.1 0.120
H 1.6852 -0.3744 2.5316 -0.1 0.0 0.0 0.079
```
Forces are in eV/Å.